C48H43BaCl2N3O2S3 | the ωB97M-V functional and the def2-TZVPD basis

- Energy relative to the best compared isomer or geometry (same formula, charge and spin): 0.423 eV
- HOMO level: 0.27 eV
- Total charge: -2
- Frontier orbital gap: 2.7 eV

Last column: Löwdin charge in e.
Element x y z (Å)
Ba 0.061 0.589 0.983  1.259
Cl 3.153 1.455 2.290  0.536
C 3.518 2.395 0.831  -0.923
Cl 2.028 2.713 -0.147  0.403
H 4.215 1.869 0.166  0.019
H 3.915 3.343 1.200  0.028
O -4.959 6.099 -0.366  -0.080
C -4.746 5.608 0.967  -0.199
C -3.744 4.489 0.897  -0.187
C -3.375 3.808 2.054  -0.012
C -2.506 2.738 1.970  -0.230
N -2.015 2.261 0.813  -0.078
C -2.370 2.928 -0.352  -0.191
C -3.241 4.032 -0.306  0.012
C -1.979 2.460 -1.669  -0.210
C -2.971 2.624 -2.692  0.025
C -2.784 2.181 -3.970  -0.195
C -3.900 2.330 -4.984  -0.207
O -3.678 3.555 -5.675  -0.057
C -1.480 1.779 -4.274  -0.013
C -0.542 1.665 -3.266  -0.115
N -0.791 1.906 -1.943  0.102
H -5.776 6.618 -0.390  0.085
H -5.678 5.262 1.430  0.122
H -4.337 6.397 1.661  0.136
H -3.640 4.117 3.049  0.119
H -2.092 2.323 2.855  0.034
H -3.371 4.672 -1.158  0.108
H -3.942 3.049 -2.403  0.120
H -4.882 2.311 -4.454  0.128
H -3.861 1.504 -5.702  0.116
H -4.470 4.100 -5.598  0.083
H -1.132 1.532 -5.267  0.116
H 0.465 1.309 -3.483  0.113
C -0.701 1.541 6.321  -0.208
C -0.347 1.563 4.803  -0.879
S -0.589 0.052 4.056  0.368
C 0.185 2.841 4.344  -0.909
C 0.628 3.762 5.505  -0.189
S 0.217 3.426 2.802  0.425
H -1.346 0.698 6.605  0.037
H -1.226 2.454 6.586  0.038
H 0.186 1.509 6.962  0.050
H -0.269 4.206 5.909  0.039
H 1.292 4.579 5.185  0.046
H 1.090 3.209 6.339  0.050
S -5.106 -1.236 0.872  1.011
C -3.487 -0.762 1.303  -0.437
N -2.478 -1.267 0.576  0.016
C -2.988 -2.192 -0.361  -0.295
C -2.267 -3.047 -1.195  -0.006
C -2.954 -3.938 -2.011  -0.076
C -4.348 -3.994 -2.032  -0.108
C -5.066 -3.218 -1.153  -0.120
C -4.389 -2.330 -0.306  -0.469
H -3.304 -0.094 2.128  0.043
H -1.181 -3.070 -1.216  0.110
H -2.365 -4.539 -2.687  0.100
H -4.860 -4.688 -2.704  0.098
H -6.137 -3.252 -1.077  0.090
C 6.755 -0.202 -3.379  -0.145
C 6.942 -0.442 -2.034  -0.130
C 5.869 -0.561 -1.182  -0.061
C 4.555 -0.505 -1.674  -0.222
C 4.363 -0.345 -3.079  -0.022
C 5.479 -0.181 -3.891  -0.119
C 3.394 -0.675 -0.790  -0.177
C 2.203 -1.148 -1.152  -0.091
C 1.630 -1.925 -2.186  -0.276
C 0.432 -1.412 -2.771  -0.109
C -0.073 -1.951 -3.946  -0.137
C 0.442 -3.134 -4.450  -0.169
C 1.586 -3.694 -3.890  -0.139
C 2.240 -3.044 -2.859  -0.055
H 7.627 -0.055 -4.017  0.087
H 7.931 -0.602 -1.632  0.088
H 5.980 -0.791 -0.118  0.114
H 3.385 -0.388 -3.540  0.107
H 5.320 0.004 -4.948  0.090
H 3.659 -0.527 0.301  0.075
H -0.102 -0.643 -2.208  0.065
H -0.891 -1.449 -4.428  0.080
H 0.018 -3.628 -5.337  0.078
H 1.946 -4.654 -4.232  0.084
H 3.218 -3.386 -2.529  0.105
C 4.190 -3.765 4.500  -0.144
C 3.935 -2.408 4.323  -0.125
C 2.858 -1.970 3.593  -0.075
C 2.046 -2.883 2.937  -0.222
C 0.955 -2.432 2.157  -0.155
C 0.165 -3.326 1.531  -0.197
C 0.485 -4.729 1.514  -0.113
C 1.528 -5.201 2.283  -0.099
C 2.349 -4.321 3.072  -0.174
C 3.425 -4.720 3.873  -0.091
H 5.086 -4.066 5.053  0.083
H 4.560 -1.681 4.839  0.085
H 2.620 -0.909 3.510  0.051
H -0.710 -3.031 0.971  0.018
H -0.062 -5.414 0.846  0.079
H 1.772 -6.267 2.307  0.080
H 3.609 -5.776 4.041  0.088